No. 1
DFT (the ωB97M-V functional and the def2-TZVPD basis) results for a molecular structure, C11H22Br2N2NbO2Sn.

Geometry (Å):
C 2.57394 2.59149 0.45910
C 2.72599 1.23949 1.09258
O 2.37774 1.03678 2.22550
N 3.29075 0.17094 0.31918
C 2.94224 0.23728 -1.02281
C 3.01077 -1.19153 0.78467
C 1.54027 -1.41464 0.51978
C 0.56234 -1.74727 1.55329
C -0.68602 -2.06138 0.73652
Nb -0.97841 -0.58198 -0.91333
N -1.18712 0.69059 -2.58551
C -0.47121 1.65599 -2.53447
O 0.19151 2.63962 -2.57271
C -2.57516 0.61079 0.24198
Br -2.30351 0.57278 2.15056
C -3.99762 0.24346 -0.23039
C -5.07359 0.36065 0.82726
Br -4.43855 1.52673 -1.64121
H 1.82695 2.60434 -0.32434
H 3.54824 2.92259 0.11988
H 2.23225 3.25491 1.22987
H 1.75848 0.13776 -1.13409
H 3.50940 -0.60488 -1.55203
H 3.20507 1.16241 -1.52723
H 3.32594 -1.36204 1.79684
H 3.50825 -1.87568 0.10936
H 1.45595 -2.22492 -0.19828
H 1.23498 -0.49953 0.05212
H 0.88605 -2.62639 2.10193
H 0.38731 -1.00367 2.31770
H -0.55690 -3.04570 0.28825
H -1.53502 -2.17536 1.39808
H -2.28163 -1.68456 -1.58413
H 0.35499 -1.48839 -1.89673
H 0.24112 0.64614 -0.22904
H -2.39900 1.63186 -0.05252
H -4.00885 -0.73023 -0.68917
H -6.00155 0.05396 0.37015
H -5.16312 1.39521 1.11186
H -4.90310 -0.28747 1.67043
Sn 1.86983 -0.78009 -2.78891

Values from the calculation:
Charge: +1
Calculated total energy in eV: -166289.272
Frontier orbital gap in eV: 5.235
Molar mass in g/mol: 585.7


No. 2
DFT (the ωB97M-V functional and the def2-TZVPD basis) results for a gas-phase ion, C4H7N2 (charge +1).

Geometry (Å):
C 0.95708 -0.93401 1.02060
C 0.74669 0.54893 1.32151
C -0.38365 -1.48711 -0.88452
C -0.69266 0.73641 -0.66559
N 0.48393 -1.32037 -0.00457
N 0.35641 1.11912 0.07354
H -0.06540 0.54428 1.98546
H 1.56993 1.23420 1.61666
H -1.33542 -1.75194 -0.45674
H -0.13710 -1.85575 -1.77767
H -0.81492 1.17241 -1.63807
H -1.75396 0.58928 -0.08793
H 1.06907 1.40454 -0.50268

Values from the calculation:
Charge: +1
Calculated total energy in eV: -7230.579
Frontier orbital gap in eV: 9.360
Molar mass in g/mol: 83.1


No. 3
DFT (the ωB97M-V functional and the def2-TZVPD basis) results for C3H7NO2 in the gas phase.

Geometry (Å):
N -1.56498 -0.91919 -0.33677
C -0.27720 -0.36631 -0.38350
O 0.22149 -0.57982 -1.66652
C -0.13307 1.04919 0.18868
C 1.15759 0.53515 0.81591
O 0.79318 -0.82981 0.52102
H -2.04286 -0.84031 0.54828
H -1.64482 -1.83222 -0.76512
H -0.90681 1.25491 0.93292
H -0.08156 1.84724 -0.55194
H 2.05994 0.86489 0.28194
H 1.30085 0.70309 1.88740
H 1.11825 -0.88682 -1.47230

Values from the calculation:
Calculated total energy in eV: -8808.853
Structure (SMILES): N[C@@]1(O)CCO1
Frontier orbital gap in eV: 10.779
Molar mass in g/mol: 89.1


No. 4
DFT (the ωB97M-V functional and the def2-TZVPD basis) results for C2H7N3S in the gas phase.

Geometry (Å):
C 0.59702 -0.30184 0.41178
C -0.72601 -0.07877 1.02758
H 2.36877 0.51591 -1.47664
H 2.66714 -1.15399 -1.03849
H -0.38935 -0.64630 -1.43450
H 1.25283 -0.00535 1.92533
H -1.45369 -0.98621 1.16552
H -0.47323 0.27684 2.05618
H -1.48311 2.09188 0.23370
N 1.82926 -0.49654 -1.64202
N 0.72052 -0.65268 -0.92957
N 1.70167 -0.55201 1.11902
S -1.96722 0.88122 0.00630

Values from the calculation:
Calculated total energy in eV: -17489.165
Structure (SMILES): [H]/N=C(\CS)NN
Frontier orbital gap in eV: 9.375
Molar mass in g/mol: 105.2


No. 5
DFT (the ωB97M-V functional and the def2-TZVPD basis) results for a molecular structure, C6H15F4N3O14S5Sn.

Geometry (Å):
Sn -0.89997 -1.12926 -3.23525
S 0.06987 3.95331 -5.97026
O 0.59401 3.66992 -4.64466
O 1.04505 3.45922 -6.95638
O -1.17239 3.18523 -6.06117
O -0.13108 5.36489 -6.23048
N -4.49127 -5.46278 -4.20879
S -5.38281 -6.11777 -5.18819
O -6.82161 -6.02075 -5.07171
O -4.86660 -7.29805 -5.89934
F -5.16055 -5.00500 -6.34002
S -4.84855 -6.66535 -3.07207
O -4.50029 -8.03980 -3.39983
O -5.95957 -6.44660 -2.18309
F -3.63072 -6.27792 -2.07527
N 3.18611 -2.96388 0.39571
S 3.45364 -4.07414 1.37546
O 3.85490 -3.68727 2.70666
O 3.77478 -5.43037 0.93736
F 1.89970 -4.25840 1.76564
S 4.89041 -2.93231 0.07349
O 5.52840 -3.98949 -0.68393
O 5.78395 -2.16648 0.88325
F 4.66080 -1.84087 -1.10192
C 3.49445 6.12332 3.41764
O 3.29456 4.84318 2.89704
C 2.08231 4.15298 3.23235
C 1.91518 2.95432 2.24566
N 0.90315 1.97570 2.61649
C -0.43781 2.50600 2.83326
C -1.49400 1.35546 2.93873
O -1.91291 1.04795 1.62689
C -3.13684 0.47732 1.60104
H 3.44718 6.17366 4.50545
H 2.76605 6.83089 3.02156
H 4.43885 6.54112 3.06885
H 1.29896 4.90371 3.12801
H 1.94507 3.90674 4.28526
H 2.80971 2.34737 2.10590
H 1.57740 3.30576 1.27073
H 0.96713 1.14522 2.04526
H -0.64212 3.21158 2.02795
H -0.43047 3.20316 3.67114
H -2.28720 1.86283 3.48783
H -1.16947 0.43590 3.42575
H -3.90986 1.14204 1.98661
H -3.02032 -0.44848 2.16445
H -3.37518 0.17617 0.58094

Values from the calculation:
Charge: -2
Calculated total energy in eV: -110466.411
Frontier orbital gap in eV: 2.492
Molar mass in g/mol: 708.2


No. 6
DFT (the ωB97M-V functional and the def2-TZVPD basis) results for a molecular structure, C5H14N2.

Geometry (Å):
C -0.86944 -0.70866 1.05649
C -0.64369 -2.18597 0.87496
N 1.31927 0.32045 0.87407
H 0.83424 1.11093 1.28432
H 2.13795 -0.18974 1.20402
H -0.62057 -0.38177 2.06687
H -1.91619 -0.42836 0.97846
H 0.41097 -2.42868 0.71899
H -1.19372 -2.55305 0.00742
H -0.97048 -2.73210 1.76957
C -1.07191 1.56794 -0.68729
N 1.89474 0.98921 -1.28228
C 1.01979 0.07846 -0.53910
C -0.48261 0.16709 -0.69884
H 1.65876 0.93110 -2.26914
H 1.69398 1.93747 -0.97556
H 1.34495 -0.93741 -0.77780
H -0.81954 -0.40443 -1.56634
H -0.63550 2.24216 -1.44248
H -2.14914 1.52932 -0.87426
H -0.94185 2.07605 0.27792

Values from the calculation:
Calculated total energy in eV: -8389.606
Frontier orbital gap in eV: 8.992
Molar mass in g/mol: 102.2